(1)
DFT (ωB97M-V/def2-TZVPD) results for C25H21ClLuN2O2 as an isolated structure.

Its energy above the lowest of the compared OMol25 structures with the same formula, charge and spin is 0.0 kcal/mol. Its charge is -1. The value obtained for the HOMO energy is -3.148 eV. The value obtained for the largest force on an atom is 0.0734 hartree/bohr. Its LUMO energy is 2.449 eV. The frontier orbital gap is 5.60 eV.

Structure (XYZ):
```
52
Properties=species:S:1:pos:R:3:mulliken_charge:R:1
C -0.318 -0.420 0.649 -0.49
C 1.158 0.470 2.489 -0.97
C -1.774 0.365 -3.610 -0.35
C 1.877 0.408 -4.468 -0.63
H 0.211 2.756 1.201 0.27
O -0.710 -1.608 0.726 -0.80
H 1.283 1.089 -5.070 0.46
C -2.559 -0.294 -2.602 -0.44
H -0.458 -0.070 4.361 0.38
H -4.753 0.378 4.488 0.37
N -0.047 1.830 0.872 0.04
H 1.696 -1.527 -5.575 0.45
H 4.387 0.093 4.605 0.39
H 2.868 2.051 4.966 0.37
H -4.721 1.212 2.118 0.39
H 3.342 -0.632 -1.634 0.48
H -0.858 -0.396 -5.512 0.43
C 2.774 -1.543 -3.607 -0.64
C -2.616 0.152 4.587 -0.87
H -2.564 1.447 0.919 0.29
C -1.401 0.235 3.885 -0.15
N -0.073 0.139 -0.566 0.29
C -1.835 -1.885 -4.130 -0.49
C 3.495 0.207 4.005 -0.37
H -1.596 1.447 -3.699 0.31
C 2.025 -0.594 2.247 -0.19
H 2.311 1.643 -2.654 0.54
H 2.974 -2.593 -3.450 0.40
Lu -0.476 -1.330 -2.104 0.95
C 2.094 -0.975 -4.734 -0.58
C 0.139 1.524 -0.473 -0.34
C -0.142 0.641 1.713 3.73
H -2.947 0.188 -1.694 0.47
C -1.352 -0.612 -4.555 -0.41
C 2.646 1.295 4.218 -0.89
O 0.401 2.295 -1.399 -0.68
C -2.577 1.068 1.950 -0.17
H -2.593 -0.200 5.622 0.38
H 1.768 -1.341 1.481 0.52
H 0.799 2.278 3.623 0.34
Cl 0.371 -3.597 -2.002 -0.59
C -2.604 -1.702 -2.920 -0.77
C -3.810 0.492 3.955 -0.40
H -1.636 -2.829 -4.645 0.41
C 2.969 -0.501 -2.643 -0.64
H -2.934 -2.506 -2.241 0.54
C 2.422 0.707 -3.179 -0.56
C -3.793 0.954 2.631 -0.87
C 1.487 1.429 3.451 0.30
C 3.194 -0.732 3.022 -0.93
H 3.841 -1.582 2.820 0.41
C -1.384 0.677 2.560 -0.68
```

(2)
DFT (ωB97M-V/def2-TZVPD) results for a single C20H22N6O2S molecule.

Its energy above the lowest of the compared OMol25 structures with the same formula, charge and spin is 0.0 kcal/mol. The SMILES is CCCn1c(=O)c2sccc2n2c(CCCC(=O)NCc3cccnc3)nnc12. The value obtained for the HOMO energy is -8.777 eV. The value obtained for the largest force on an atom is 0.0234 hartree/bohr. Its LUMO energy is 0.100 eV. The frontier orbital gap is 8.88 eV.

Structure (XYZ):
```
51
Properties=species:S:1:pos:R:3:mulliken_charge:R:1
C -3.795 -1.281 -1.285 -1.24
O 4.042 -1.424 -0.374 -0.71
H 3.212 0.159 4.603 0.41
C 2.845 -1.351 -0.561 0.24
N -2.796 1.358 0.724 -0.16
C 3.085 -0.761 4.040 -1.56
C -2.078 2.615 0.707 -1.28
H -2.139 3.081 1.696 0.40
C 1.908 1.921 -0.510 -0.64
H -0.495 -0.732 -3.780 0.37
C 0.595 -1.366 0.299 0.43
C 2.423 -1.742 1.825 -1.54
H -1.085 1.884 -1.722 0.78
C -2.356 -1.059 -1.757 -0.91
N 0.921 1.750 -1.376 -0.41
N 0.032 -1.221 -0.954 0.35
H -5.301 -0.346 -0.070 0.43
H 1.697 -2.392 2.316 0.44
H -2.446 0.630 1.332 0.36
O -4.000 1.768 -1.139 -0.68
H -2.277 -0.059 -2.194 0.17
H -3.929 -2.326 -1.003 0.42
H 2.901 1.708 -0.883 0.47
N 1.936 -1.481 0.481 0.06
H 0.205 2.894 2.229 0.36
C 2.209 -1.139 -1.846 0.34
C 2.601 -0.456 2.629 0.33
H -3.848 -0.841 0.826 0.32
C -1.325 -1.193 -0.697 1.20
C 1.705 2.346 0.793 -0.49
N -0.330 -1.407 1.216 -0.88
C -0.640 2.412 0.315 0.97
H -2.134 -1.785 -2.546 0.74
C 1.617 -0.719 -4.179 -0.45
H 3.383 -2.253 1.719 0.57
C -3.672 1.012 -0.247 0.39
C 0.842 -1.072 -2.056 0.95
H 4.039 -1.281 4.011 0.35
C 0.405 2.578 1.215 -0.48
H 1.644 0.067 2.666 0.16
C -0.311 2.004 -0.974 -0.68
C -4.211 -0.400 -0.100 -0.60
H -2.586 3.248 -0.027 0.43
H 2.365 -1.388 4.560 0.36
H 3.327 0.178 2.117 0.25
H 2.539 2.490 1.461 0.53
S 3.082 -0.898 -3.310 -0.18
H -4.445 -1.068 -2.136 0.44
N -1.517 -1.301 0.583 -0.54
H 1.651 -0.531 -5.234 0.51
C 0.504 -0.832 -3.404 -1.12
```

(3)
DFT (ωB97M-V/def2-TZVPD) results for C35H35AgF9OP3S2 as an isolated structure.

Its energy above the lowest of the compared OMol25 structures with the same formula, charge and spin is 3.6 kcal/mol. Its charge is -2. The value obtained for the HOMO energy is -1.289 eV. The value obtained for the largest force on an atom is 0.0060 hartree/bohr. Its LUMO energy is 4.512 eV. The frontier orbital gap is 5.80 eV.

Structure (XYZ):
```
86
Properties=species:S:1:pos:R:3:mulliken_charge:R:1
H 3.135 1.304 -5.429 0.37
H 1.612 -4.628 -2.219 0.26
H -0.309 1.126 -5.736 0.39
C -0.508 -4.491 -1.740 -0.78
C 3.238 3.004 0.325 -0.22
H -1.972 -3.616 1.642 -0.11
C -3.040 4.151 1.903 -0.57
P -0.387 -3.635 -0.104 0.80
C -2.288 3.383 -4.173 -0.69
H 0.866 -3.107 -2.684 0.19
H -0.297 0.163 -3.452 0.42
C 0.050 0.433 -0.539 -1.02
C 1.638 3.787 -3.688 -0.66
H 0.564 -4.573 -3.638 0.38
F -2.152 -0.859 3.852 -0.30
C -0.959 -0.764 4.438 0.23
C 1.492 3.139 -2.468 0.44
H -1.591 3.198 -6.198 0.37
C 1.330 2.407 1.649 -0.05
F 1.963 -0.853 3.514 -0.12
C -0.870 1.607 -4.944 -0.52
H 0.453 1.783 1.789 0.35
H 1.079 3.492 3.483 0.47
C -2.173 2.173 0.122 -0.60
H 3.853 2.838 -0.552 0.40
H -0.635 -5.572 -1.620 0.42
Ag -0.054 -1.052 1.033 0.94
H -1.416 -4.100 -2.208 0.38
C -1.586 2.769 -5.202 -0.52
H 2.337 3.634 -5.713 0.36
F -1.849 -3.324 4.983 -0.29
H -1.682 -6.104 1.315 0.30
O -0.180 -2.347 2.800 -0.12
C -1.447 3.351 0.291 -0.09
P 1.637 0.909 -0.712 1.81
F -1.180 -0.638 5.768 -0.32
H 3.088 4.901 3.130 0.36
C -1.877 4.338 1.164 -0.75
H 1.052 3.670 -1.635 -0.09
C -2.404 -5.537 0.724 -1.42
F -0.023 -4.360 4.511 -0.24
C 2.518 1.179 -3.377 -0.55
C -1.549 1.682 -2.624 -0.21
C 2.199 -4.291 0.788 -1.03
C 2.227 3.131 -4.758 -0.38
S -2.869 -0.598 -1.079 -0.77
C 2.096 2.223 0.507 -0.58
H -2.457 -5.993 -0.267 0.32
C 1.421 -1.640 4.434 0.31
H -2.852 4.289 -4.365 0.38
F 2.175 -2.753 4.509 -0.29
H -0.521 3.478 -0.251 0.53
C -0.062 -2.001 4.069 0.59
H -4.662 2.816 2.338 0.37
H 0.627 -5.792 0.564 0.47
H 4.475 4.574 1.101 0.36
F -0.400 0.383 4.030 -0.20
C -0.855 1.067 -3.667 -0.11
H -1.290 5.241 1.288 0.42
C 1.925 1.827 -2.295 -0.31
S 3.067 -0.471 -0.550 -0.69
F 1.549 -1.013 5.626 -0.31
C 2.811 4.151 2.397 -0.55
H -3.383 -5.659 1.196 0.43
C 3.588 3.969 1.256 -0.65
C -3.335 1.997 0.863 -0.52
C -3.763 2.976 1.754 -0.55
H 2.821 -4.872 1.475 0.36
H 1.282 4.805 -3.801 0.38
P -1.498 0.850 -0.986 1.79
C 0.701 -4.184 -2.625 -1.12
H -2.760 -3.485 0.088 0.35
H 2.286 -3.236 1.053 0.03
C -2.269 2.842 -2.893 -0.30
H 2.613 -4.400 -0.216 0.22
H 2.874 0.166 -3.230 0.33
C -2.017 -4.063 0.644 -0.06
H -3.888 1.074 0.731 0.31
C 2.667 1.823 -4.599 -0.66
C 0.739 -4.742 0.861 -0.52
H -3.371 4.911 2.601 0.33
C -0.510 -3.203 4.973 0.50
F -0.120 -3.109 6.263 -0.28
C 1.686 3.364 2.594 -0.79
H -2.820 3.329 -2.098 0.33
H 0.396 -4.644 1.893 0.12
```

(4)
DFT (ωB97M-V/def2-TZVPD) results for C13H21Br2RuS9 as an isolated structure.

Its energy above the lowest of the compared OMol25 structures with the same formula, charge and spin is 5.8 kcal/mol. Its charge is +2. Its multiplicity is 2. The value obtained for the HOMO energy (spin up / spin down) is -13.139 / -13.677 eV. Its expectation value of S² is 0.780. The value obtained for the largest force on an atom is 0.0158 hartree/bohr. Its LUMO energy (spin up / spin down) is -5.681 / -7.943 eV. The frontier orbital gap (spin up / spin down) is 7.46 / 5.73 eV.

Structure (XYZ):
```
46
Properties=species:S:1:pos:R:3:lowdin_spin:R:1
C 0.686 -1.116 4.032 0.00
H 3.178 3.291 0.309 0.00
S -5.511 -1.329 -3.513 0.20
H 1.865 3.755 2.204 0.00
S -0.861 1.437 -1.378 0.00
H -0.113 4.511 0.522 0.00
C 1.809 2.709 1.903 0.00
C 0.002 -0.713 -2.768 0.00
H 4.285 0.153 -0.992 0.00
H -1.587 3.560 0.471 0.00
H -2.333 -4.918 2.632 0.00
Ru 0.203 0.295 0.302 0.04
S 0.054 2.341 1.569 0.01
H 1.402 -0.696 4.728 0.00
H 0.573 -2.184 4.159 0.00
S -2.684 -4.379 0.411 0.11
H -0.585 1.117 -3.746 0.00
H -3.171 -3.355 2.539 0.00
C 3.310 -0.163 -0.623 0.00
C -3.236 -2.954 -0.386 0.18
H 1.986 2.112 2.797 0.00
H -0.819 3.792 -1.822 0.00
H 3.755 1.947 1.288 0.00
C -4.567 -1.694 -2.260 -0.02
H -1.406 -3.441 2.250 0.00
C -0.022 0.806 -2.865 0.00
C 2.611 -1.053 -1.650 0.00
H -1.012 -1.106 -2.687 0.00
S 2.228 1.268 -0.434 0.01
C -0.510 3.522 0.292 0.00
H 0.452 -1.161 -3.655 0.00
S -1.730 -1.075 0.910 0.24
H 0.979 1.233 -2.916 0.00
Br -0.985 -0.251 4.237 0.00
H 3.442 -0.672 0.331 0.00
C 2.868 2.391 0.838 0.00
S 0.828 -1.385 -1.283 0.00
C -0.249 3.139 -1.159 0.00
H 0.802 3.196 -1.436 0.00
H 2.658 -0.608 -2.644 0.00
H 3.103 -2.022 -1.695 0.00
C -2.837 -1.612 -0.263 0.13
C -2.356 -3.950 2.134 0.02
Br 1.559 -0.911 2.260 0.00
S -3.680 -0.521 -1.326 0.01
S -4.388 -3.305 -1.616 0.07
```